(1)
Entry from the OMol25 dataset: an isolated molecule of C4H9NO2 (ωB97M-V/def2-TZVPD).

Structure (ORCA input):
```
! RIJCOSX wB97M-V def2-TZVPD def2/J DEFGRID3
* xyz 0 1
C -2.654 0.313 -0.115
N -1.654 -0.728 0.068
C -0.405 -0.252 0.602
C 0.613 0.254 -0.403
O 0.523 0.175 -1.598
O 1.710 0.727 0.254
C 2.918 0.009 0.022
H -2.900 0.754 0.858
H -3.573 -0.132 -0.511
H -2.340 1.125 -0.791
H -1.473 -1.187 -0.821
H 0.127 -1.068 1.120
H -0.574 0.520 1.360
H 3.716 0.570 0.510
H 3.135 -0.098 -1.043
H 2.831 -0.982 0.487
*
```

* LUMO level: 0.9 eV
* relative energy (zero: lowest compared OMol25 entry of this formula, charge and spin): 36.8 kcal/mol
* SMILES string: CNCC(=O)OC
* E_tot: -9878.466 eV


(2)
Entry from the OMol25 dataset: a structure of composition C44H46F3MnN8O8S3Sb (ωB97M-V/def2-TZVPD).

Structure (ORCA input):
```
! RIJCOSX wB97M-V def2-TZVPD def2/J DEFGRID3
* xyz 1 5
Mn 0.812 -0.088 -0.370
C -0.062 3.703 1.468
C 0.012 2.458 0.661
N 0.764 1.448 0.950
N 1.492 1.455 2.103
C 2.212 0.371 2.243
N 2.932 0.221 3.362
S 2.354 -0.916 1.055
C -0.795 2.292 -0.567
C -1.611 3.272 -1.100
C -2.284 3.011 -2.289
C -2.149 1.775 -2.897
C -1.341 0.830 -2.289
N -0.678 1.093 -1.166
H 0.729 3.720 2.210
H -1.025 3.744 1.981
H 0.017 4.580 0.826
H 2.790 0.874 4.115
H 3.317 -0.682 3.581
H -1.709 4.231 -0.611
H -2.913 3.772 -2.731
H -2.673 1.530 -3.808
H -1.200 -0.161 -2.701
C -5.909 2.684 -1.763
C -5.382 1.289 -1.953
C -5.461 0.653 -3.187
C -5.024 -0.656 -3.347
C -4.488 -1.331 -2.262
C -4.377 -0.707 -1.025
C -4.820 0.596 -0.881
S -4.207 -3.074 -2.424
O -4.050 -3.364 -3.818
O -5.235 -3.684 -1.632
N -2.773 -3.369 -1.684
C -1.739 -4.185 -2.341
C -0.439 -3.424 -2.538
C 0.077 -2.822 -1.243
O 0.161 -3.452 -0.208
O 0.433 -1.556 -1.378
H -5.950 3.231 -2.705
H -5.300 3.248 -1.054
H -6.923 2.653 -1.361
H -5.885 1.178 -4.035
H -5.106 -1.157 -4.303
H -3.961 -1.244 -0.180
H -4.728 1.087 0.080
H -2.945 -3.615 -0.716
H -2.120 -4.504 -3.309
H -1.564 -5.075 -1.736
H -0.575 -2.634 -3.277
H 0.326 -4.106 -2.917
F -5.673 -5.627 3.248
C -4.749 -4.689 3.001
C -3.774 -4.944 2.059
C -2.831 -3.956 1.812
C -2.873 -2.733 2.477
C -3.847 -2.530 3.454
C -4.795 -3.508 3.718
Sb -1.351 -1.307 2.044
C -2.320 0.415 2.894
C -1.603 1.394 3.578
C -2.232 2.522 4.093
C -3.588 2.676 3.885
F -4.198 3.770 4.368
C -4.334 1.740 3.195
C -3.690 0.611 2.706
C -0.082 -1.751 3.707
C -0.273 -1.223 4.982
C 0.566 -1.574 6.031
C 1.582 -2.477 5.788
F 2.402 -2.817 6.798
C 1.777 -3.056 4.548
C 0.935 -2.685 3.508
H -3.758 -5.894 1.542
H -2.006 -4.178 1.139
H -3.875 -1.608 4.021
H -5.560 -3.370 4.470
H -0.534 1.285 3.729
H -1.686 3.273 4.650
H -5.397 1.892 3.061
H -4.284 -0.133 2.187
H -1.083 -0.532 5.176
H 0.433 -1.172 7.027
H 2.560 -3.790 4.415
H 1.070 -3.142 2.535
C 9.603 2.937 -1.136
C 8.316 2.138 -1.301
S 8.100 1.717 -3.018
O 7.934 2.940 -3.762
O 9.110 0.765 -3.378
C 6.519 0.870 -3.065
C 5.382 1.868 -3.244
N 4.071 1.240 -3.022
C 3.376 1.305 -1.870
N 2.241 0.613 -1.957
C 2.204 0.073 -3.210
C 3.323 0.451 -3.874
N 3.687 0.101 -5.219
O 2.869 -0.540 -5.842
O 4.775 0.462 -5.627
C 3.840 2.053 -0.671
H 9.734 3.208 -0.089
H 9.569 3.850 -1.728
H 10.462 2.348 -1.450
H 7.437 2.714 -1.000
H 8.341 1.197 -0.751
H 6.419 0.281 -2.151
H 6.591 0.188 -3.911
H 5.407 2.294 -4.239
H 5.463 2.687 -2.533
H 1.403 -0.555 -3.556
H 4.761 1.620 -0.274
H 3.084 1.999 0.106
H 4.024 3.103 -0.902
*
```

* LUMO level (alpha / beta): -4.2 / -4.1 eV
* relative energy (zero: lowest compared OMol25 entry of this formula, charge and spin): 0.0 kcal/mol
* E_tot: -153185.301 eV


(3)
Entry from the OMol25 dataset: an isolated molecule of C4H6O2 at a distorted geometry (ωB97M-V/def2-TZVPD).

Structure (ORCA input):
```
! RIJCOSX wB97M-V def2-TZVPD def2/J DEFGRID3
* xyz 0 1
C -1.071 -0.050 0.147
C 0.986 -0.219 -0.256
C -0.160 -1.048 0.149
C -0.201 1.099 -0.113
O -2.423 -0.017 0.170
O 2.092 -0.253 0.577
H -2.770 -0.917 0.178
H 2.774 0.332 0.229
H 1.253 -0.222 -1.315
H -0.183 -2.084 0.440
H -0.434 1.732 -0.967
H 0.136 1.647 0.760
*
```

* LUMO level: 0.8 eV
* relative energy (zero: lowest compared OMol25 entry of this formula, charge and spin): 53.9 kcal/mol
* SMILES string: OC1=C[C@H](O)C1
* E_tot: -8338.123 eV